Entry a
ORCA calculation (ωB97M-V/def2-TZVPD) on a cluster of 2 separate species, C4H5N3O2 in total.

The HOMO-LUMO gap comes out at 0.34586 Eh. Its HOMO energy is -8.7 eV. The calculation puts the lowest unoccupied orbital energy at 0.75 eV. As for the multiplicity: 1. The structure (SMILES) is Nc1cnc[nH]1.O=C=O.

Positions of all 14 atoms, in Å:
C (0.098, 0.153, -0.931)
C (0.191, 1.048, 0.986)
C (-3.758, -0.047, 0.669)
C (1.278, -0.199, -0.473)
N (-0.637, 0.810, -0.011)
N (1.405, 0.342, 0.808)
N (2.444, -0.987, -1.096)
O (-3.957, 1.054, 0.435)
O (-3.540, -1.145, 0.922)
H (-0.325, -0.228, -1.835)
H (-0.125, 1.471, 1.960)
H (2.330, 0.752, 1.147)
H (2.568, -1.821, -0.558)
H (2.027, -1.204, -2.024)

Entry b
ORCA calculation (ωB97M-V/def2-TZVPD) on a structure of composition C4H5N3O2.

The HOMO-LUMO gap comes out at 0.37576 Eh. Its HOMO energy is -10.2 eV. The calculation puts the lowest unoccupied orbital energy at 0.03 eV. As for the multiplicity: 1.

Positions of all 14 atoms, in Å:
C (0.757, 1.744, 1.486)
C (0.405, -0.203, -0.141)
C (-0.730, -0.656, -0.711)
C (-0.864, -1.863, -1.640)
H (0.213, 1.881, 2.518)
H (1.601, 1.541, 1.540)
H (0.656, 2.742, 1.317)
H (1.724, -0.200, -0.066)
H (0.960, -2.170, -0.990)
N (0.043, 0.866, 0.525)
N (-1.686, 0.068, -0.265)
N (-1.324, 0.904, 0.526)
O (0.192, -2.587, -1.845)
O (-1.945, -2.066, -2.254)

Entry c
ORCA calculation (ωB97M-V/def2-TZVPD) on an isolated molecule of C4H5N3O2.

The HOMO-LUMO gap (spin up / spin down) comes out at 0.27732 / 0.27735 Eh. Its HOMO energy (spin up / spin down) is -8.1 / -8.1 eV. The calculation puts the lowest unoccupied orbital energy (spin up / spin down) at -0.53 / -0.53 eV. As for the multiplicity: 1. The structure (SMILES) is O=[N+]([O-])C1=CNNC=C1.

Positions of all 14 atoms, in Å:
C (0.131, 1.225, 0.310)
C (-1.232, 1.269, 0.169)
C (-0.134, -1.383, 0.220)
C (0.930, 0.104, -0.053)
N (-1.820, 0.148, -0.455)
N (-1.369, -1.127, 0.105)
N (2.261, -0.093, -0.178)
O (2.863, 0.938, -0.411)
O (2.744, -1.266, -0.177)
H (0.611, 2.198, 0.589)
H (-1.869, 2.087, 0.602)
H (0.317, -2.321, 0.335)
H (-1.423, 0.054, -1.308)
H (-2.009, -1.832, 0.252)

Quick one: least stable of them? entry c

Entry a
ORCA calculation (ωB97M-V/def2-TZVPD) on a cluster of 2 separate species, C4H14N2O in total.

The HOMO-LUMO gap comes out at 0.39790 Eh. Its HOMO energy is -18.8 eV. The calculation puts the lowest unoccupied orbital energy at -7.99 eV. The total charge is +2. As for the multiplicity: 1.

Positions of all 21 atoms, in Å:
C (-0.282, -0.914, -0.874)
C (0.679, -1.154, 0.295)
C (1.616, 0.008, 0.587)
C (0.864, 2.386, 0.674)
N (0.933, 1.205, 1.129)
N (-0.756, -2.211, -1.492)
H (-1.127, -0.310, -0.589)
H (0.277, -0.405, -1.647)
H (0.162, -1.434, 1.216)
H (1.348, -1.979, 0.050)
H (2.308, -0.273, 1.382)
H (2.236, 0.293, -0.259)
H (1.527, 2.782, -0.085)
H (0.196, 3.144, 1.074)
H (0.337, 1.005, 1.931)
H (-0.291, -3.054, -1.153)
H (-0.650, -2.164, -2.508)
H (-1.759, -2.375, -1.322)
H (-2.991, 1.244, 0.282)
H (-2.465, 2.461, 0.949)
O (-2.163, 1.747, 0.359)

Entry b
ORCA calculation (ωB97M-V/def2-TZVPD) on a cluster of 2 separate species, C4H14N2O in total.

The HOMO-LUMO gap comes out at 0.37207 Eh. Its HOMO energy is -17.9 eV. The calculation puts the lowest unoccupied orbital energy at -7.81 eV. The total charge is +2. As for the multiplicity: 1.

Positions of all 21 atoms, in Å:
C (-1.546, -0.600, 0.839)
C (-0.104, -0.440, 1.288)
C (0.971, 0.041, 0.370)
C (2.053, -0.645, -0.054)
N (3.336, 0.213, -0.082)
N (-2.222, 0.686, 0.380)
H (-1.679, -1.390, 0.091)
H (-2.145, -0.892, 1.716)
H (0.038, -0.037, 2.307)
H (0.184, -1.429, 1.710)
H (1.022, 1.135, 0.251)
H (2.168, -1.429, -0.793)
H (3.457, 0.548, 0.869)
H (4.063, -0.461, -0.335)
H (3.322, 0.888, -0.854)
H (-2.121, 1.464, 1.032)
H (-2.009, 0.883, -0.608)
H (-3.223, 0.480, 0.452)
H (-1.675, 0.984, -3.180)
H (-2.204, -0.336, -2.932)
O (-1.686, 0.334, -2.467)

Quick one: least stable of them? entry b

Entry a
ORCA calculation (ωB97M-V/def2-TZVPD) on a cluster of 2 separate species, C5H12Si in total.

The HOMO-LUMO gap (spin up / spin down) comes out at 0.29866 / 0.29851 Eh. Its HOMO energy (spin up / spin down) is -9.0 / -8.1 eV. The calculation puts the lowest unoccupied orbital energy (spin up / spin down) at -0.85 / -0.01 eV. As for the multiplicity: 1.

Positions of all 18 atoms, in Å:
C (-2.438, 1.092, -0.348)
C (-1.197, 1.399, 0.082)
C (-1.433, -2.161, 0.984)
C (2.394, -0.591, -0.443)
C (0.016, 1.124, -0.602)
Si (1.767, 1.130, -0.004)
H (-3.239, 1.039, 0.351)
H (-2.645, 0.779, -1.333)
H (-1.099, 1.626, 1.142)
H (-1.722, -1.218, 1.382)
H (-1.405, -2.144, -0.061)
H (-0.991, -2.916, 1.449)
H (1.606, -0.967, -1.126)
H (3.402, -0.705, -0.918)
H (2.429, -1.276, 0.352)
H (-0.108, 0.320, -1.374)
H (2.671, 1.849, -0.918)
H (1.991, 1.620, 1.383)

Entry b
ORCA calculation (ωB97M-V/def2-TZVPD) on an isolated molecule of C5H12Si.

The HOMO-LUMO gap comes out at 0.36444 Eh. Its HOMO energy is -8.9 eV. The calculation puts the lowest unoccupied orbital energy at 1.00 eV. As for the multiplicity: 1. The structure (SMILES) is C=C(C)C[SiH2]C.

Positions of all 18 atoms, in Å:
C (-1.713, 1.105, 0.665)
C (-1.205, -0.084, 0.310)
C (-1.696, -0.861, -0.925)
C (2.008, 1.169, -0.542)
C (-0.031, -0.733, 1.043)
Si (1.720, -0.642, 0.176)
H (-1.547, 1.593, 1.636)
H (-2.664, 1.431, 0.306)
H (-1.471, -1.937, -0.755)
H (-2.745, -0.629, -1.078)
H (-1.122, -0.457, -1.712)
H (1.051, 1.299, -1.189)
H (2.034, 1.912, 0.176)
H (2.861, 1.265, -1.169)
H (0.148, -0.191, 1.987)
H (-0.178, -1.808, 1.101)
H (3.113, -0.725, 0.673)
H (1.438, -1.707, -0.705)

Quick one: least stable of them? entry a

Entry a
ORCA calculation (ωB97M-V/def2-TZVPD) on an isolated molecule of C7H11NO.

The HOMO-LUMO gap comes out at 0.37020 Eh. Its HOMO energy is -9.0 eV. The calculation puts the lowest unoccupied orbital energy at 1.07 eV. As for the multiplicity: 1. The structure (SMILES) is C[C@H]1O[C@@H]2CCN3[C@@H]1[C@@H]23.

Positions of all 20 atoms, in Å:
C (-0.645, 0.089, 2.477)
C (-0.710, -0.764, 1.230)
C (-0.598, 0.351, -0.562)
C (-0.157, 1.366, -1.621)
C (1.398, 1.067, -1.165)
C (0.634, -1.093, 0.494)
C (0.244, -0.856, -0.897)
H (-1.656, 0.123, 2.957)
H (-0.311, 1.123, 2.268)
H (0.039, -0.371, 3.201)
H (-1.145, -1.707, 1.560)
H (-0.005, 0.723, 0.298)
H (-0.398, 1.073, -2.653)
H (-0.432, 2.418, -1.487)
H (1.728, 1.855, -0.424)
H (2.140, 1.233, -1.954)
H (1.283, -1.947, 0.746)
H (-0.026, -1.650, -1.600)
N (1.560, -0.314, -0.633)
O (-1.641, -0.205, 0.223)

Entry b
ORCA calculation (ωB97M-V/def2-TZVPD) on a structure of composition C7H11NO.

The HOMO-LUMO gap comes out at 0.35317 Eh. Its HOMO energy is -8.8 eV. The calculation puts the lowest unoccupied orbital energy at 0.77 eV. As for the multiplicity: 1.

Positions of all 20 atoms, in Å:
C (1.349, 0.164, 1.094)
C (0.628, -1.158, 1.422)
C (0.158, -0.082, 0.379)
C (0.297, -0.391, -1.111)
C (-0.923, 0.150, -1.533)
C (-1.337, 1.371, -0.741)
C (-1.397, 0.404, 0.483)
H (3.196, -1.060, 0.225)
H (3.255, 0.405, 1.458)
H (1.634, 0.925, 1.916)
H (-0.015, -0.911, 2.443)
H (0.616, -2.255, 0.949)
H (1.244, -0.128, -1.583)
H (0.246, -1.513, -1.307)
H (-1.134, -0.376, -2.532)
H (-0.670, 2.210, -0.691)
H (-2.532, 1.529, -1.026)
H (-2.043, 0.563, 1.354)
N (2.762, 0.218, 0.471)
O (-1.973, -0.457, -0.558)

Entry c
ORCA calculation (ωB97M-V/def2-TZVPD) on an isolated molecule of C7H11NO.

The HOMO-LUMO gap comes out at 0.34977 Eh. Its HOMO energy is -8.6 eV. The calculation puts the lowest unoccupied orbital energy at 0.95 eV. As for the multiplicity: 1. The structure (SMILES) is CO[C@]12CC=C[C@H]1NC2.

Positions of all 20 atoms, in Å:
C (-2.283, 0.274, -0.628)
C (-0.287, -0.405, 0.358)
C (0.496, -1.647, 0.811)
C (0.666, -0.354, -0.898)
C (1.573, 0.765, -0.643)
C (1.128, 1.578, 0.243)
C (0.021, 0.899, 1.054)
H (-1.929, -0.024, -1.661)
H (-2.064, 1.369, -0.479)
H (-3.375, 0.202, -0.557)
H (-0.162, -2.480, 1.047)
H (1.127, -1.525, 1.711)
H (2.294, -1.543, -0.378)
H (0.110, -0.351, -1.893)
H (2.387, 0.874, -1.355)
H (1.392, 2.617, 0.470)
H (-0.954, 1.434, 1.048)
H (0.249, 0.683, 2.076)
N (1.231, -1.659, -0.484)
O (-1.620, -0.704, 0.158)

Quick one: least stable of them? entry b

Entry a
ORCA calculation (ωB97M-V/def2-TZVPD) on an isolated molecule of C7H11NO.

The HOMO-LUMO gap comes out at 0.36932 Eh. Its HOMO energy is -9.2 eV. The calculation puts the lowest unoccupied orbital energy at 0.82 eV. As for the multiplicity: 1. The structure (SMILES) is C=C(C)[C@H]1CC(=O)N1C.

Positions of all 20 atoms, in Å:
C (1.453, 1.803, -0.420)
C (0.104, -0.138, 0.862)
C (0.957, -1.365, 0.910)
C (1.933, -0.613, 0.035)
C (-1.302, -0.183, 0.084)
C (-1.711, -1.207, -1.028)
C (-2.122, 0.873, 0.342)
H (1.804, 2.478, 0.380)
H (0.648, 2.247, -0.943)
H (2.280, 1.648, -1.145)
H (0.086, 0.404, 1.841)
H (0.563, -2.327, 0.519)
H (1.404, -1.557, 1.925)
H (-0.989, -2.025, -1.069)
H (-2.618, -1.630, -0.727)
H (-1.735, -0.877, -2.074)
H (-3.067, 1.127, -0.086)
H (-1.844, 1.573, 1.119)
N (1.142, 0.480, 0.041)
O (3.015, -0.711, -0.568)

Entry b
ORCA calculation (ωB97M-V/def2-TZVPD) on an isolated molecule of C7H11NO.

The HOMO-LUMO gap comes out at 0.36326 Eh. Its HOMO energy is -8.9 eV. The calculation puts the lowest unoccupied orbital energy at 1.03 eV. As for the multiplicity: 1. The structure (SMILES) is C=C1OC=N[C@@]1(C)CC.

Positions of all 20 atoms, in Å:
C (1.809, 1.250, -0.050)
C (1.091, -0.872, -0.168)
C (0.886, -2.047, -0.745)
C (0.047, 0.061, 0.584)
C (-0.243, -0.276, 2.077)
C (-1.245, 0.952, -1.487)
C (-1.321, 0.179, -0.177)
N (0.693, 1.322, 0.532)
O (2.124, -0.019, -0.433)
H (2.740, 1.817, 0.034)
H (1.779, -2.330, -1.202)
H (0.022, -2.598, -0.755)
H (-1.043, 0.386, 2.178)
H (0.587, 0.059, 2.710)
H (-0.241, -1.379, 2.175)
H (-1.140, 2.013, -1.186)
H (-2.258, 0.940, -1.994)
H (-0.371, 0.711, -2.239)
H (-1.839, -0.765, -0.360)
H (-2.077, 0.597, 0.507)

Entry c
ORCA calculation (ωB97M-V/def2-TZVPD) on a cluster of 2 separate species, C7H11NO in total.

The HOMO-LUMO gap comes out at 0.29987 Eh. Its HOMO energy is -8.9 eV. The calculation puts the lowest unoccupied orbital energy at -0.73 eV. As for the multiplicity: 1.

Positions of all 20 atoms, in Å:
C (0.578, -2.061, -0.827)
C (-1.553, -1.555, 0.385)
C (-1.030, 1.308, 0.473)
C (0.941, 1.143, -1.118)
C (1.203, 0.200, 1.097)
C (-0.654, -1.435, -0.770)
C (0.174, 0.662, 0.041)
N (1.504, -2.750, -0.723)
O (-2.732, -1.684, 0.410)
H (-1.084, -1.478, 1.373)
H (-1.752, 1.126, -0.339)
H (-0.939, 2.412, 0.425)
H (-1.496, 0.901, 1.376)
H (0.301, 1.402, -2.032)
H (1.702, 0.404, -1.585)
H (1.476, 2.079, -0.769)
H (0.831, -0.353, 1.842)
H (1.567, 1.161, 1.686)
H (2.171, -0.259, 0.704)
H (-1.207, -1.222, -1.648)

Quick one: least stable of them? entry c

Entry a
ORCA calculation (ωB97M-V/def2-TZVPD) on a cluster of 2 separate species, CFN3O2 in total.

The HOMO-LUMO gap (spin up / spin down) comes out at 0.28337 / 0.31708 Eh. Its HOMO energy (spin up / spin down) is -10.1 / -10.6 eV. The calculation puts the lowest unoccupied orbital energy (spin up / spin down) at -2.41 / -1.93 eV. As for the multiplicity: 1.

Positions of all 7 atoms, in Å:
C (-1.289, 0.357, 0.033)
N (-1.853, 1.142, 0.636)
N (-0.646, -0.492, -0.641)
N (1.248, 0.188, -0.039)
O (1.711, 0.828, -0.842)
O (1.301, -0.152, 1.050)
F (-0.473, -1.871, -0.199)

Entry b
ORCA calculation (ωB97M-V/def2-TZVPD) on a cluster of 2 separate species, CFN3O2 in total.

The HOMO-LUMO gap (spin up / spin down) comes out at 0.25143 / 0.23079 Eh. Its HOMO energy (spin up / spin down) is -12.2 / -12.0 eV. The calculation puts the lowest unoccupied orbital energy (spin up / spin down) at -5.38 / -5.69 eV. As for the multiplicity: 1.

Positions of all 7 atoms, in Å:
C (0.779, -0.102, -0.746)
N (1.730, 0.187, -1.371)
N (-0.306, -0.521, -0.352)
N (-0.916, -0.380, 0.907)
O (-0.284, -0.746, 1.839)
O (-2.047, 0.040, 0.902)
F (0.058, 1.950, -1.207)

Quick one: least stable of them? entry b

Entry a
ORCA calculation (ωB97M-V/def2-TZVPD) on a cluster of 2 separate species, C7H12N3 in total.

The HOMO-LUMO gap comes out at 0.34045 Eh. Its HOMO energy is -13.7 eV. The calculation puts the lowest unoccupied orbital energy at -4.40 eV. The total charge is +1. As for the multiplicity: 1.

Positions of all 22 atoms, in Å:
C (-1.154, -1.606, -1.949)
C (0.151, 0.160, -0.335)
C (-0.054, 1.119, 1.696)
C (0.733, -0.202, 1.817)
C (-1.081, 2.302, -0.314)
C (1.327, -1.968, 0.094)
C (-0.371, -0.475, -2.253)
N (-1.787, -2.522, -1.684)
N (-0.348, 1.204, 0.260)
N (0.785, -0.681, 0.432)
H (-0.991, 1.101, 2.258)
H (0.530, 1.985, 2.014)
H (1.744, -0.060, 2.207)
H (0.220, -0.944, 2.436)
H (-2.026, 1.959, -0.738)
H (-1.294, 3.026, 0.467)
H (-0.495, 2.793, -1.093)
H (1.739, -1.954, -0.913)
H (0.556, -2.742, 0.146)
H (2.124, -2.215, 0.793)
H (-0.903, 0.383, -2.638)
H (0.593, -0.664, -2.704)

Entry b
ORCA calculation (ωB97M-V/def2-TZVPD) on a structure of composition C7H12N3.

The HOMO-LUMO gap comes out at 0.39883 Eh. Its HOMO energy is -14.1 eV. The calculation puts the lowest unoccupied orbital energy at -3.21 eV. The total charge is +1. As for the multiplicity: 1.

Positions of all 22 atoms, in Å:
C (-1.321, -0.443, -0.405)
C (2.308, 1.171, -0.258)
C (-0.297, -0.640, 0.664)
C (0.529, 0.228, -0.336)
C (3.592, 1.785, -0.269)
C (-3.246, -1.406, 0.831)
C (-2.684, -0.971, -0.562)
N (-0.694, 0.326, -1.203)
N (1.927, 0.022, -0.819)
N (1.109, 1.493, 0.160)
H (-0.558, -0.183, 1.584)
H (0.099, -1.704, 0.865)
H (4.307, 1.116, 0.265)
H (3.678, 2.851, 0.078)
H (3.828, 1.767, -1.361)
H (-2.545, -2.038, 1.393)
H (-4.155, -1.884, 0.677)
H (-3.506, -0.452, 1.412)
H (-3.388, -0.532, -1.282)
H (-2.279, -2.017, -1.017)
H (2.482, -0.836, -0.984)
H (0.815, 2.349, 0.565)

Quick one: least stable of them? entry b